1.
# C18H30N4O

A single C18H30N4O molecule (ωB97M-V/def2-TZVPD, the Open Molecules 2025 dataset).

XYZ file:
```
53
Properties=species:S:1:pos:R:3
C -0.561 -2.858 -0.571
C 0.749 -3.571 -0.243
C 1.134 -3.418 1.236
C 1.287 -1.955 1.663
C 2.077 -1.223 0.639
N 2.612 -0.021 0.798
N 3.200 0.282 -0.365
C 3.845 1.551 -0.547
C 2.843 2.718 -0.415
O 2.733 3.572 -1.269
N 2.173 2.684 0.745
C 1.057 3.558 1.027
C -0.238 2.765 1.199
C -0.548 1.921 -0.039
N -1.947 1.540 -0.106
C -2.295 1.029 -1.421
C -3.798 0.798 -1.525
C -4.247 -0.197 -0.461
C -3.818 0.328 0.904
C -2.314 0.581 0.920
C 3.045 -0.707 -1.270
C 2.324 -1.708 -0.657
C 1.883 -3.048 -1.136
H -0.425 -1.779 -0.543
H -1.338 -3.134 0.140
H -0.898 -3.129 -1.569
H 0.615 -4.641 -0.444
H 2.082 -3.936 1.399
H 0.380 -3.900 1.861
H 0.304 -1.485 1.768
H 1.777 -1.890 2.637
H 4.624 1.682 0.212
H 4.296 1.586 -1.540
H 2.255 1.831 1.297
H 1.268 4.125 1.941
H 0.979 4.255 0.189
H -0.143 2.127 2.080
H -1.062 3.459 1.362
H 0.115 1.037 -0.066
H -0.332 2.523 -0.927
H -1.985 1.766 -2.166
H -1.763 0.083 -1.638
H -4.311 1.748 -1.372
H -4.041 0.431 -2.524
H -5.329 -0.332 -0.496
H -3.777 -1.167 -0.646
H -4.334 1.267 1.108
H -4.075 -0.385 1.689
H -2.029 0.986 1.893
H -1.781 -0.378 0.778
H 3.448 -0.631 -2.260
H 2.730 -3.742 -1.096
H 1.554 -2.994 -2.176
```

Calculated values
- E_LUMO (eV) = 0.8
- highest occupied orbital energy (eV) = -8.459
- energy above the lowest of the compared OMol25 structures with the same formula, charge and spin (kcal/mol) = 4.95
- maximum force (eV/Å) = 0.6
- SMILES = C[C@@H]1CCc2nn(CC(=O)NCCCN3CCCCC3)cc2C1
- gap between HOMO and LUMO (eV) = 9.27

---

2.
# C18H30O2

A single C18H30O2 molecule (ωB97M-V/def2-TZVPD, the Open Molecules 2025 dataset).

XYZ file:
```
50
Properties=species:S:1:pos:R:3
C -4.153 -1.534 1.458
C -4.656 -0.347 0.635
C -3.863 0.888 0.927
C -3.228 1.675 0.073
C -3.128 1.525 -1.419
C -1.689 1.541 -1.861
C -0.852 0.512 -1.812
C -1.156 -0.853 -1.267
C -0.617 -0.944 0.133
C 0.349 -1.734 0.580
C 1.099 -2.793 -0.164
C 2.624 -2.631 -0.088
C 3.174 -1.558 -1.030
C 2.934 -0.119 -0.573
C 3.841 0.303 0.581
C 3.783 1.804 0.865
C 2.425 2.266 1.395
C 1.393 2.405 0.303
O 1.601 2.797 -0.815
O 0.174 2.069 0.733
H -4.209 -1.310 2.521
H -3.119 -1.760 1.209
H -4.758 -2.416 1.260
H -4.624 -0.599 -0.425
H -5.702 -0.155 0.895
H -3.828 1.142 1.980
H -2.711 2.545 0.462
H -3.652 2.362 -1.889
H -3.612 0.604 -1.745
H -1.326 2.486 -2.246
H 0.167 0.650 -2.148
H -2.233 -1.020 -1.239
H -0.703 -1.609 -1.909
H -1.073 -0.239 0.817
H 0.631 -1.652 1.623
H 0.797 -2.832 -1.210
H 0.839 -3.756 0.291
H 2.918 -2.412 0.939
H 3.078 -3.587 -0.362
H 2.718 -1.697 -2.014
H 4.250 -1.712 -1.148
H 3.116 0.551 -1.416
H 1.891 -0.009 -0.279
H 4.873 0.042 0.333
H 3.571 -0.244 1.488
H 4.002 2.357 -0.050
H 4.549 2.050 1.604
H 2.039 1.586 2.154
H 2.530 3.256 1.848
H -0.475 2.103 0.002
```

Calculated values
- E_LUMO (eV) = 1.0
- highest occupied orbital energy (eV) = -8.981
- energy above the lowest of the compared OMol25 structures with the same formula, charge and spin (kcal/mol) = 2.96
- maximum force (eV/Å) = 0.6
- SMILES = CC/C=C\C/C=C\C/C=C\CCCCCCCC(=O)O
- gap between HOMO and LUMO (eV) = 9.96

---

3.
# C18H31BeF6N3O2PS3

A molecular structure, C18H31BeF6N3O2PS3 (ωB97M-V/def2-TZVPD, the Open Molecules 2025 dataset).

XYZ file:
```
65
Properties=species:S:1:pos:R:3
Be 0.601 -0.116 0.182
C -4.056 1.854 -0.538
C -3.661 2.505 0.829
S -2.249 1.766 1.655
C -0.979 3.046 1.518
C -0.488 3.325 0.108
S 0.493 2.014 -0.714
C -0.406 1.827 -2.284
C -1.812 1.225 -2.171
S -3.102 2.458 -1.910
H -5.081 2.157 -0.770
H -3.998 0.767 -0.504
H -4.509 2.328 1.490
H -3.520 3.583 0.743
H -0.170 2.720 2.171
H -1.384 3.971 1.932
H 0.158 4.203 0.116
H -1.321 3.549 -0.563
H 0.221 1.168 -2.883
H -0.408 2.805 -2.768
H -1.900 0.463 -1.399
H -2.077 0.766 -3.131
F -0.817 -0.677 0.088
P -1.698 -2.330 -0.254
F -2.862 -1.399 -0.827
F -0.354 -2.990 0.353
F -2.404 -3.676 -0.537
F -0.966 -2.237 -1.674
F -2.259 -2.135 1.206
C -1.420 -2.298 7.355
C -0.016 -2.726 6.934
N 0.358 -2.317 5.569
C 0.245 -3.314 4.507
C -1.192 -3.568 4.056
C 0.721 -1.027 5.422
O 0.723 -0.224 6.343
C 1.253 -0.496 4.101
C 2.460 0.192 4.220
C 3.022 0.814 3.118
C 2.350 0.749 1.921
N 1.169 0.115 1.794
C 0.632 -0.505 2.866
H -1.604 -2.628 8.378
H -2.184 -2.740 6.714
H -1.510 -1.214 7.326
H 0.080 -3.810 6.979
H 0.704 -2.285 7.620
H 0.661 -4.245 4.892
H 0.866 -3.017 3.664
H -1.763 -4.059 4.843
H -1.200 -4.221 3.183
H -1.696 -2.633 3.800
H 2.937 0.240 5.191
H 3.952 1.360 3.192
H 2.743 1.221 1.027
H -0.339 -0.963 2.713
C 3.539 -1.308 -2.114
C 2.366 -1.681 -1.267
N 2.066 -2.947 -1.111
O 1.685 -0.790 -0.688
H 4.454 -1.696 -1.660
H 3.619 -0.230 -2.205
H 3.451 -1.758 -3.104
H 2.597 -3.665 -1.577
H 1.252 -3.221 -0.574
```

Calculated values
- E_LUMO (alpha / beta) (eV) = -5.3 / -10.2
- highest occupied orbital energy (alpha / beta) (eV) = -13.657 / -13.657
- energy above the lowest of the compared OMol25 structures with the same formula, charge and spin (kcal/mol) = 0.00
- 2S+1 = 2
- maximum force (eV/Å) = 0.6
- gap between HOMO and LUMO (alpha / beta) (eV) = 8.34 / 3.49
- total charge = +2

---

4.
# C18H31Br2ClMnO4

A molecular structure, C18H31Br2ClMnO4 (ωB97M-V/def2-TZVPD, the Open Molecules 2025 dataset).

XYZ file:
```
57
Properties=species:S:1:pos:R:3
Mn -1.149 0.774 0.538
C 0.987 -0.062 1.097
C 0.433 -1.080 0.266
C 0.289 -0.509 -1.047
C 0.726 0.841 -0.944
C 1.182 1.117 0.362
C 1.823 2.408 0.833
C 1.790 2.510 2.359
C 3.284 2.414 0.361
C 1.113 3.628 0.239
C -0.049 -1.119 -2.424
C -1.527 -1.486 -2.625
C 0.278 -0.109 -3.534
C 0.839 -2.341 -2.698
C 0.223 -2.481 0.861
C 1.510 -3.306 0.690
C -0.040 -2.372 2.373
C -0.961 -3.259 0.283
H 1.251 -0.191 2.135
H 0.777 1.539 -1.765
H 2.365 1.706 2.825
H 0.770 2.463 2.748
H 2.229 3.459 2.676
H 3.825 1.555 0.765
H 3.794 3.326 0.687
H 3.341 2.363 -0.730
H 0.066 3.676 0.548
H 1.152 3.618 -0.854
H 1.598 4.546 0.578
H -2.140 -0.582 -2.649
H -1.920 -2.133 -1.846
H -1.654 -1.998 -3.584
H -0.333 0.794 -3.458
H 0.067 -0.565 -4.503
H 1.330 0.183 -3.518
H 0.594 -3.197 -2.075
H 1.890 -2.095 -2.529
H 0.726 -2.654 -3.740
H 2.360 -2.767 1.114
H 1.734 -3.512 -0.356
H 1.419 -4.263 1.212
H 0.843 -2.041 2.922
H -0.311 -3.357 2.760
H -0.854 -1.682 2.605
H -0.867 -3.473 -0.777
H -1.902 -2.720 0.439
H -1.047 -4.216 0.802
O -3.868 1.592 2.748
Cl -2.482 1.956 2.798
O -2.189 2.800 3.904
O -1.629 0.742 2.802
O -2.106 2.616 1.508
Br -3.611 -0.278 0.023
C -4.099 1.486 -0.612
Br -2.635 2.275 -1.583
H -4.294 2.088 0.266
H -4.943 1.373 -1.276
```

Calculated values
- E_LUMO (alpha / beta) (eV) = -0.3 / -0.4
- highest occupied orbital energy (alpha / beta) (eV) = -7.655 / -8.366
- 2S+1 = 6
- maximum force (eV/Å) = 0.8
- gap between HOMO and LUMO (alpha / beta) (eV) = 7.37 / 8.00

---

5.
# C18H31I2NO11P2

A molecular structure, C18H31I2NO11P2 (ωB97M-V/def2-TZVPD, the Open Molecules 2025 dataset).

XYZ file:
```
65
Properties=species:S:1:pos:R:3
C -2.663 0.868 5.107
C -2.895 2.140 4.181
I -3.704 3.939 5.160
C -2.600 2.144 2.795
I -2.998 4.052 1.757
C -2.042 0.859 1.969
C -0.475 0.614 2.131
C 0.004 -0.100 3.476
O 1.063 -1.071 3.161
O -2.731 -0.377 2.302
C -2.293 -1.475 1.528
O -2.159 -2.580 2.122
C -2.497 1.184 0.429
C -1.435 1.755 -0.481
C -1.786 2.089 -1.947
C -3.268 1.804 -2.234
C -4.153 1.264 -1.129
N -3.873 0.901 0.213
H -1.558 0.791 5.436
H -3.231 1.082 6.092
H -3.089 -0.110 4.716
H 0.027 1.657 2.115
H -0.053 0.079 1.196
H 0.448 0.590 4.267
H -0.819 -0.723 3.985
H 1.530 -0.795 2.339
H -2.099 -1.486 0.406
H -0.365 1.966 -0.149
H -1.019 2.521 -2.662
H -3.693 2.001 -3.271
H -5.260 1.114 -1.418
C -3.245 -4.280 -4.793
O -3.044 -2.931 -4.391
P -1.541 -2.414 -4.173
O -0.487 -3.226 -4.826
O -1.403 -2.261 -2.591
C -1.265 -3.439 -1.812
O -1.616 -0.891 -4.649
C -1.756 -0.663 -6.044
H -3.222 -4.937 -3.921
H -4.225 -4.354 -5.267
H -2.492 -4.596 -5.517
H -0.805 -4.250 -2.383
H -2.249 -3.754 -1.457
H -0.632 -3.217 -0.952
H -2.756 -0.957 -6.373
H -1.003 -1.221 -6.602
H -1.621 0.401 -6.235
C 7.354 1.896 0.614
O 5.990 2.157 0.919
P 5.036 0.918 1.275
O 5.730 -0.324 1.689
O 4.087 0.775 -0.001
C 4.632 0.206 -1.181
O 4.043 1.534 2.363
C 4.588 1.801 3.647
H 7.455 1.610 -0.435
H 7.926 2.808 0.789
H 7.762 1.111 1.253
H 5.451 -0.481 -0.956
H 4.991 1.003 -1.834
H 3.845 -0.347 -1.697
H 5.273 2.651 3.594
H 5.112 0.925 4.033
H 3.770 2.050 4.324
```

Calculated values
- E_LUMO (eV) = -0.3
- highest occupied orbital energy (eV) = -8.611
- maximum force (eV/Å) = 6.4
- gap between HOMO and LUMO (eV) = 8.33

---

6.
# C18H31KN3NbO

A molecular structure, C18H31KN3NbO (ωB97M-V/def2-TZVPD, the Open Molecules 2025 dataset).

XYZ file:
```
55
Properties=species:S:1:pos:R:3
N -0.432 1.570 -0.657
C -0.906 2.716 -0.299
O -1.301 3.817 -0.181
K 0.782 -0.999 -3.194
Nb 0.087 -0.269 -0.035
N 2.009 -0.805 -0.348
N -0.672 -1.188 -1.661
C 2.820 0.349 0.147
C -2.034 -0.979 -2.375
C 2.976 1.330 -1.014
C 4.202 -0.120 0.609
C 2.098 1.001 1.316
C -2.228 -2.151 -3.344
C -3.142 -0.947 -1.331
C -1.983 0.342 -3.144
H 3.446 0.836 -1.880
H 3.616 2.167 -0.696
H 2.003 1.745 -1.325
H 4.115 -0.895 1.380
H 4.735 0.735 1.048
H 4.818 -0.493 -0.218
H 1.003 1.228 1.118
H 2.552 1.985 1.509
H 2.194 0.389 2.223
H -1.482 -2.174 -4.161
H -3.217 -2.043 -3.816
H -2.220 -3.116 -2.818
H -3.175 -1.876 -0.743
H -4.114 -0.843 -1.843
H -3.029 -0.087 -0.652
H -1.649 1.173 -2.509
H -3.004 0.578 -3.480
H -1.368 0.298 -4.065
C -0.544 -2.495 -0.910
H 0.017 -2.373 0.069
H -1.536 -2.907 -0.675
H 0.023 -3.237 -1.510
C 2.737 -1.830 -1.135
H 3.589 -2.203 -0.549
H 2.108 -2.716 -1.337
H 3.151 -1.423 -2.086
C -1.076 -0.759 1.732
C -1.176 0.435 2.635
C -2.044 1.496 2.323
C -2.042 2.650 3.102
C -1.228 2.733 4.237
C -0.399 1.658 4.580
C -0.377 0.512 3.794
H -0.502 -1.590 2.171
H -2.043 -1.110 1.342
H -2.722 1.398 1.468
H -2.686 3.484 2.820
H -1.244 3.632 4.854
H 0.227 1.714 5.474
H 0.264 -0.339 4.041
```

Calculated values
- E_LUMO (alpha / beta) (eV) = -7.8 / -7.8
- highest occupied orbital energy (alpha / beta) (eV) = -14.219 / -14.220
- energy above the lowest of the compared OMol25 structures with the same formula, charge and spin (kcal/mol) = 27.02
- maximum force (eV/Å) = 6.4
- gap between HOMO and LUMO (alpha / beta) (eV) = 6.37 / 6.37
- total charge = +2

---

7.
# C18H31N2O10P2S

2 unconnected molecules or ions with the total composition C18H31N2O10P2S (ωB97M-V/def2-TZVPD, the Open Molecules 2025 dataset).

XYZ file:
```
64
Properties=species:S:1:pos:R:3
C 1.537 3.198 1.563
C 2.556 3.576 0.353
O 2.612 5.031 0.191
C 4.017 3.072 0.800
O 4.473 1.847 0.142
C 3.521 0.797 0.269
C 2.599 0.463 -0.942
N 1.556 -0.575 -0.904
P 0.626 -0.769 -2.399
O -0.608 0.443 -2.367
O -0.011 -2.314 -2.667
S 1.675 -0.354 -4.013
C 1.344 -1.348 0.333
C 0.192 -2.443 0.430
C -1.312 -1.822 0.280
C -1.756 -1.162 1.712
C -3.155 -1.731 2.261
C -3.307 -1.286 3.816
N -2.264 -1.876 4.714
C 2.251 -1.123 1.617
P 2.120 -2.086 3.247
O 0.881 -1.495 4.266
O 2.033 -3.780 3.012
C 3.378 -0.015 1.587
C 4.257 0.218 2.920
O 3.932 1.177 3.667
O 5.310 -0.698 3.194
H 1.910 2.286 2.158
H 1.431 4.063 2.308
H 0.476 2.970 1.178
H 2.199 3.165 -0.652
H 1.953 5.463 0.777
H 4.752 3.931 0.550
H 4.013 2.993 1.943
H 2.777 1.119 -1.877
H -0.084 1.280 -2.393
H 0.683 -3.012 -2.658
H 0.171 -3.017 1.432
H 0.402 -3.260 -0.365
H -1.371 -0.969 -0.477
H -2.071 -2.625 -0.019
H -0.922 -1.435 2.445
H -1.804 -0.007 1.654
H -3.266 -2.860 2.131
H -3.984 -1.156 1.700
H -4.327 -1.625 4.224
H -3.241 -0.139 3.929
H -1.686 -1.104 5.092
H -1.670 -2.541 4.202
H 0.473 -2.275 4.711
H 2.504 -4.077 2.202
H 6.032 -0.440 2.571
O -4.931 -0.388 -3.310
C -4.451 0.121 -4.291
O -5.181 0.694 -5.286
C -4.305 1.099 -6.344
C -2.944 1.236 -5.704
C -2.985 0.179 -4.622
H -4.323 0.332 -7.124
H -4.654 2.042 -6.769
H -2.121 1.111 -6.409
H -2.848 2.226 -5.246
H -2.665 -0.798 -4.994
H -2.398 0.472 -3.752
```

Calculated values
- E_LUMO (eV) = -5.7
- highest occupied orbital energy (eV) = -11.461
- energy above the lowest of the compared OMol25 structures with the same formula, charge and spin (kcal/mol) = 0.00
- maximum force (eV/Å) = 5.7
- gap between HOMO and LUMO (eV) = 5.81
- total charge = +1

---

8.
# C18H31N2Yb

A molecular structure, C18H31N2Yb (ωB97M-V/def2-TZVPD, the Open Molecules 2025 dataset).

XYZ file:
```
52
Properties=species:S:1:pos:R:3
C 1.801 2.683 -1.075
H 2.618 3.335 -0.745
H 2.128 2.180 -1.993
H 1.651 1.916 -0.308
C 0.522 3.491 -1.320
H -0.287 2.812 -1.620
H 0.200 3.958 -0.381
C 0.705 4.572 -2.391
H -0.219 5.138 -2.552
H 1.489 5.281 -2.101
H 0.999 4.127 -3.349
C -0.841 -1.883 -0.345
C -1.544 -1.156 -1.390
C -0.581 -0.803 -2.334
C 0.686 -1.425 -1.972
C 0.510 -2.165 -0.804
C 1.478 -3.089 -0.147
C 1.923 -1.340 -2.803
C -0.792 -0.006 -3.578
C -3.009 -0.884 -1.428
C -1.509 -2.581 0.794
Yb 0.058 0.001 -0.256
H 2.809 -1.633 -2.242
H 1.856 -1.994 -3.676
H 2.096 -0.330 -3.177
H 2.509 -2.836 -0.390
H 1.389 -3.065 0.938
H 1.312 -4.122 -0.465
H -2.349 -2.007 1.183
H -1.893 -3.553 0.474
H -0.821 -2.755 1.620
H -3.244 -0.009 -2.033
H -3.555 -1.731 -1.853
H -3.414 -0.703 -0.433
H 0.031 0.685 -3.767
H -0.866 -0.656 -4.454
H -1.706 0.584 -3.531
C 1.701 -0.468 5.154
C 0.744 -0.238 4.030
C -0.594 0.086 4.144
C -1.034 0.210 2.839
N -0.007 -0.038 2.004
N 1.066 -0.307 2.726
C -2.413 0.576 2.409
H 1.768 0.447 5.779
H 1.351 -1.316 5.778
H 2.712 -0.705 4.758
H -1.164 0.225 5.053
H 2.005 -0.527 2.324
H -3.134 -0.179 2.784
H -2.677 1.572 2.821
H -2.467 0.621 1.302
```

Calculated values
- E_LUMO (alpha / beta) (eV) = -7.4 / -7.8
- highest occupied orbital energy (alpha / beta) (eV) = -15.544 / -15.529
- energy above the lowest of the compared OMol25 structures with the same formula, charge and spin (kcal/mol) = 0.00
- 2S+1 = 2
- maximum force (eV/Å) = 7.8
- gap between HOMO and LUMO (alpha / beta) (eV) = 8.17 / 7.71
- total charge = +2